[1]
DFT (ωB97M-V/def2-TZVPD) results for a structure of composition C36H39N14O5OsP.

Output
- net charge = +2
- HOMO-LUMO gap (spin up / spin down) (eV) = 2.735 / 4.985
- ΔE to the lowest compared entry with this formula, charge and spin (kcal/mol) = 0.0

Cartesian coordinates (Å):
Os1 0.09206 -0.51038 1.25117
C1 2.24384 3.72547 -1.74905
N1 1.48775 2.96084 -0.75576
C2 1.55214 1.66094 -0.47035
N2 0.53948 1.33486 0.32307
C3 -0.11772 2.51728 0.49061
N3 0.42381 3.51681 -0.15273
C4 1.45511 3.83811 -3.03254
C5 1.12951 5.06546 -3.59027
C6 0.37221 5.12229 -4.75608
C7 -0.07869 3.96214 -5.36233
C8 0.24801 2.73035 -4.80173
C9 1.01997 2.67621 -3.64931
C10 -0.22791 1.47604 -5.37874
N4 -1.11325 1.24915 -6.28344
N5 -1.21663 -0.13446 -6.39478
C11 -0.38484 -0.62954 -5.54942
O1 0.28513 0.32992 -4.86337
C12 -0.12424 -2.01354 -5.16423
C13 -0.93440 -3.05563 -5.61102
C14 -0.71436 -4.33638 -5.13498
C15 0.29204 -4.58320 -4.20454
C16 1.11226 -3.54919 -3.77591
C17 2.21404 -3.77082 -2.77301
N6 2.07213 -2.85500 -1.63225
C18 0.97080 -2.28895 -1.15534
N7 1.27640 -1.56747 -0.08208
C19 2.62884 -1.74544 0.04553
N8 3.13658 -2.51478 -0.88081
C20 0.90801 -2.26965 -4.27377
H1 3.18911 3.20391 -1.90105
H2 2.45190 4.70200 -1.31854
H3 2.31940 0.99763 -0.83292
H4 -0.99640 2.62534 1.10049
H5 1.45885 5.98179 -3.11621
H6 0.12544 6.08253 -5.18759
H7 -0.67880 3.99830 -6.26148
H8 1.26961 1.71019 -3.22692
H9 -1.73165 -2.84860 -6.31249
H10 -1.33885 -5.15047 -5.47662
H11 0.43988 -5.58635 -3.82330
H12 3.19635 -3.56450 -3.19589
H13 2.21319 -4.79362 -2.39834
H14 -0.00164 -2.40882 -1.59323
H15 3.21159 -1.29885 0.83243
H16 1.54888 -1.45708 -3.95350
N9 -2.37027 1.88148 4.07253
C21 -1.26275 1.16661 3.86208
O2 -0.98161 0.66986 2.78709
C22 -0.26190 1.05445 5.05603
C23 -0.93695 1.33383 6.33509
N10 -1.46868 1.54964 7.32818
C24 1.65011 1.98181 3.64767
N11 2.36950 1.89729 2.75927
H17 -3.03814 1.95959 3.31933
H18 -2.65848 2.17714 4.99252
N12 3.44547 -1.74477 7.88481
C25 2.45273 -0.88842 7.85927
O3 1.54936 -0.66881 8.65972
C26 1.95244 -0.01586 6.78596
C27 2.18253 1.37554 6.90724
C28 1.77972 2.30247 6.01479
C29 0.83022 2.14141 4.85662
N13 0.22190 -0.30963 5.03751
C30 1.15407 -0.74070 5.76947
H19 3.58157 -2.32387 8.70413
H20 4.12922 -1.78492 7.14448
H21 2.82952 1.69240 7.71579
H22 2.20242 3.29769 6.10724
H23 0.29748 3.09384 4.75316
H24 1.39513 -1.79743 5.65950
C31 -1.88754 -3.52703 -0.17582
C32 -2.67684 -2.26027 0.14069
P1 -1.81541 -0.64443 0.01939
C33 -3.16438 0.46666 0.60368
C34 -4.44269 0.52247 -0.23049
C35 -1.67033 -0.19652 -1.76619
C36 -2.53943 -0.97176 -2.75574
H25 -2.47499 -4.40212 0.10071
H26 -0.95374 -3.56824 0.38561
H27 -1.67151 -3.62145 -1.24175
H28 -2.99857 -2.29571 1.18650
H29 -3.58541 -2.22045 -0.46222
H30 -2.73293 1.46832 0.67565
H31 -3.38601 0.13908 1.62429
H32 -4.24836 0.88903 -1.23807
H33 -5.16147 1.20313 0.22604
H34 -4.92542 -0.45080 -0.30823
H35 -0.61555 -0.27662 -2.04322
H36 -1.89756 0.87373 -1.81729
H37 -2.24188 -2.02017 -2.82162
H38 -2.45261 -0.54440 -3.75538
H39 -3.59367 -0.94491 -2.48461
O4 1.69000 -1.04745 2.71662
N14 1.12885 -2.13672 3.02746
O5 0.04789 -2.26887 2.40718

[2]
DFT (ωB97M-V/def2-TZVPD) results for a structure of composition C36H39N6O8S4Sr.

Output
- net charge = -1
- HOMO-LUMO gap (eV) = 5.480
- ΔE to the lowest compared entry with this formula, charge and spin (kcal/mol) = 37.0

Cartesian coordinates (Å):
Sr1 0.36836 0.10159 1.90432
O1 1.62029 2.17657 5.46495
C1 1.35069 1.71626 4.18821
O2 1.05462 0.49015 4.05945
C2 0.48180 2.73960 3.47190
C3 0.75534 4.11313 3.50882
C4 -0.05152 4.96867 2.79848
C5 -1.15589 4.45751 2.11486
C6 -1.36690 3.09827 2.16744
N1 -0.54194 2.24526 2.78802
C7 -2.62105 2.44818 1.65841
O3 -3.50506 3.33197 1.13638
O4 -2.85754 1.27900 1.76286
H1 2.10293 1.44787 5.88372
H2 1.60376 4.45355 4.08274
H3 0.14911 6.03205 2.78981
H4 -1.84423 5.09416 1.58087
H5 -4.25700 2.78446 0.86291
N2 3.38632 1.68281 -0.56210
C8 4.36251 0.59709 -0.64365
C9 4.13548 -0.22414 -1.90224
C10 2.80782 -0.98287 -1.92942
C11 2.67592 -2.04624 -0.83167
N3 1.60107 -1.77492 0.12538
H6 3.61297 2.40133 -1.24244
H7 3.43523 2.11182 0.35558
H8 4.23896 -0.01788 0.24916
H9 5.39822 0.96493 -0.62754
H10 4.95641 -0.94184 -2.00647
H11 4.20234 0.43459 -2.77775
H12 2.70652 -1.46901 -2.90316
H13 1.97348 -0.28451 -1.86125
H14 3.59968 -2.10317 -0.25094
H15 2.54891 -3.03285 -1.30227
H16 1.67228 -2.40991 0.91529
H17 0.69991 -1.95743 -0.31031
O5 6.64058 0.12691 6.71425
C12 5.84239 0.19386 5.80955
S1 5.05157 1.67934 5.29315
C13 4.09715 0.98645 3.98346
C14 4.19275 -0.34961 3.76690
S2 3.41839 -1.34206 2.59270
S3 5.30220 -1.18346 4.84943
S4 3.10739 2.11333 3.09149
C15 0.20436 -3.26294 -2.45462
O6 0.24728 -1.85482 -2.30144
C16 -0.22063 -1.14198 -3.38412
C17 0.61000 -0.85352 -4.45405
C18 0.15594 -0.07061 -5.50573
C19 -1.13525 0.43447 -5.46922
C20 -1.96044 0.15909 -4.39254
C21 -1.52379 -0.64320 -3.34115
N4 -2.39181 -0.99140 -2.29335
C22 -1.88476 -0.95813 -0.93931
N5 -2.15031 -2.12165 -0.33655
C23 -1.92295 -2.64785 0.97382
C24 -1.06531 -2.07556 1.89652
C25 -0.94710 -2.79634 3.10175
C26 -1.61426 -3.98183 3.35697
C27 -2.46136 -4.52644 2.39148
C28 -2.61157 -3.85442 1.19372
O7 -3.41227 -4.30972 0.15540
C29 -4.01348 -5.57174 0.30977
N6 -1.26844 0.06067 -0.44300
C30 -1.26367 1.28061 -1.14209
C31 -0.03941 1.91653 -1.31880
C32 0.06703 3.16124 -1.91786
C33 -1.07289 3.81041 -2.35529
C34 -2.31388 3.21357 -2.17849
C35 -2.41792 1.97082 -1.56921
O8 -3.63672 1.35322 -1.36978
C36 -4.77098 1.94515 -1.96624
H18 0.56396 -3.68473 -1.51874
H19 0.85022 -3.58415 -3.27727
H20 -0.82099 -3.59779 -2.64013
H21 1.62196 -1.23457 -4.43450
H22 0.81305 0.16056 -6.33223
H23 -1.49962 1.06145 -6.27206
H24 -2.96165 0.57119 -4.35444
H25 -3.25571 -0.46623 -2.34223
H26 -2.62849 -2.75609 -0.95754
H27 -0.28641 -2.42291 3.88084
H28 -1.47800 -4.50070 4.29802
H29 -2.98162 -5.45431 2.58080
H30 -4.53696 -5.77987 -0.62155
H31 -4.73263 -5.57312 1.13488
H32 -3.26580 -6.34991 0.49104
H33 0.85996 1.42314 -0.97138
H34 1.04174 3.61471 -2.03437
H35 -1.01107 4.78160 -2.82703
H36 -3.19977 3.73381 -2.51147
H37 -5.61110 1.30063 -1.71838
H38 -4.66608 2.00883 -3.05503
H39 -4.95260 2.95398 -1.58312

[3]
DFT (ωB97M-V/def2-TZVPD) results for a structure of composition C36H39N6O8S4Sr.

Output
- net charge = -1
- HOMO-LUMO gap (spin up / spin down) (eV) = 6.688 / 4.583
- ΔE to the lowest compared entry with this formula, charge and spin (kcal/mol) = 10.9

Cartesian coordinates (Å):
Sr1 -1.71422 -0.74262 0.35981
O1 -4.46572 1.42879 3.40231
C1 -3.97726 0.85959 2.25298
O2 -3.40507 -0.24132 2.31130
C2 -4.20280 1.59354 1.06850
C3 -4.95387 2.80370 0.98812
C4 -5.27336 3.29733 -0.24136
C5 -4.85899 2.60297 -1.41134
C6 -4.05225 1.48655 -1.23575
N1 -3.69357 1.00748 -0.06034
C7 -3.47144 0.67849 -2.36259
O3 -3.85504 0.97317 -3.61236
O4 -2.69589 -0.22608 -2.17611
H1 -4.30329 0.77749 4.09361
H2 -5.27720 3.29328 1.89569
H3 -5.85084 4.20920 -0.33003
H4 -5.12439 2.99253 -2.38572
H5 -4.45130 1.72976 -3.59568
N2 -0.73883 1.21370 2.26033
C8 -0.75744 0.81430 3.67445
C9 0.13367 -0.41215 3.84103
C10 -0.41378 -1.50825 4.74234
C11 -1.68257 -2.15760 4.17129
N3 -1.55716 -2.50777 2.75877
H6 0.22404 1.24024 1.92280
H7 -1.12385 2.14295 2.12835
H8 -1.78692 0.56149 3.92210
H9 -0.44447 1.61740 4.35574
H10 1.14173 -0.11547 4.14602
H11 0.24100 -0.86341 2.85697
H12 -0.63996 -1.14682 5.75254
H13 0.36457 -2.27119 4.85049
H14 -2.51543 -1.45569 4.23638
H15 -1.93971 -3.01575 4.80832
H16 -2.46681 -2.67897 2.34754
H17 -0.98196 -3.32734 2.61006
O5 -4.53049 -7.09744 -3.03078
C12 -4.07772 -6.14174 -2.45276
S1 -2.44413 -5.52269 -2.70527
C13 -2.49901 -4.19541 -1.54771
C14 -3.71185 -4.04216 -0.84915
S2 -4.06165 -2.88086 0.30652
S3 -4.96739 -5.21347 -1.24300
S4 -1.12760 -3.26329 -1.35473
C15 3.44237 -1.56480 -1.91114
O6 3.03135 -0.20611 -1.83925
C16 3.96702 0.75215 -1.71679
C17 5.32615 0.56377 -1.93852
C18 6.21183 1.62371 -1.77476
C19 5.75974 2.87112 -1.38497
C20 4.39973 3.05623 -1.15445
C21 3.50172 2.02059 -1.32764
N4 2.11064 2.24405 -1.12922
C22 1.32628 1.30796 -0.46892
N5 1.96410 0.72801 0.60064
C23 2.00126 -0.68007 0.92149
C24 0.90610 -1.52302 0.79302
C25 1.18533 -2.86100 1.14533
C26 2.40237 -3.30205 1.63433
C27 3.45961 -2.40614 1.79033
C28 3.25041 -1.09144 1.42033
O7 4.23269 -0.11812 1.49519
C29 5.52016 -0.52854 1.87961
N6 0.07776 1.12203 -0.74092
C30 -0.42667 1.89041 -1.81975
C31 -1.24629 2.97972 -1.52954
C32 -1.73969 3.80853 -2.52582
C33 -1.42093 3.55139 -3.85117
C34 -0.62428 2.46072 -4.16246
C35 -0.12520 1.62786 -3.16776
O8 0.73475 0.64241 -3.55341
C36 0.39057 -0.69715 -3.17396
H18 2.55566 -2.15658 -1.69616
H19 4.19818 -1.78378 -1.15592
H20 3.82053 -1.79876 -2.91008
H21 5.69489 -0.40519 -2.24370
H22 7.26796 1.46137 -1.95255
H23 6.45237 3.69110 -1.25016
H24 4.01364 4.01493 -0.83138
H25 1.63499 2.70435 -1.89054
H26 2.86844 1.14728 0.76296
H27 0.39181 -3.59890 1.04265
H28 2.54648 -4.34350 1.90510
H29 4.41330 -2.74014 2.17694
H30 6.15368 0.35422 1.82348
H31 5.91389 -1.29525 1.20332
H32 5.52838 -0.92099 2.90103
H33 -1.49241 3.16259 -0.48980
H34 -2.37470 4.64391 -2.26031
H35 -1.79602 4.18899 -4.64232
H36 -0.36554 2.22684 -5.18735
H37 1.01166 -1.34747 -3.78576
H38 -0.66055 -0.89597 -3.38146
H39 0.59466 -0.87768 -2.11752

[4]
DFT (ωB97M-V/def2-TZVPD) results for a structure of composition C36H40Cl2N3OReSi2Te.

Output
- net charge = +2
- HOMO-LUMO gap (spin up / spin down) (eV) = 5.249 / 5.277

Cartesian coordinates (Å):
Re1 -7.23667 8.73042 18.23404
Cl1 -9.67035 13.13469 19.06941
C1 -8.35000 12.50732 19.96987
C2 -7.59382 13.34101 20.80245
C3 -6.53357 12.84221 21.52440
Cl2 -5.67724 13.85721 22.60881
C4 -6.13191 11.48682 21.37436
C5 -5.04658 10.89251 22.04392
C6 -4.74908 9.57156 21.80409
C7 -5.46008 8.87652 20.82567
N1 -6.46577 9.41189 20.15077
C8 -6.85684 10.67662 20.46377
C9 -8.01383 11.17507 19.82670
O1 -8.71902 10.35766 19.00415
H1 -7.86401 14.38535 20.86570
H2 -4.45696 11.48360 22.72823
H3 -3.95036 9.06985 22.33013
H4 -5.19772 7.86008 20.56284
C10 -11.25053 10.52893 14.81959
C11 -11.61301 9.20966 15.05647
C12 -10.76302 8.36351 15.74084
C13 -9.52815 8.84555 16.19632
C14 -9.17067 10.17908 15.96126
C15 -10.02935 11.01006 15.27107
N2 -8.61867 8.03232 16.86233
N3 -8.83635 6.77191 16.88041
C16 -7.82789 6.02494 17.40441
C17 -7.83884 4.62936 17.25032
C18 -6.71612 3.91698 17.59810
C19 -5.60149 4.56922 18.12384
C20 -5.60828 5.93991 18.32473
C21 -6.71524 6.70266 17.98270
H5 -11.92080 11.18369 14.28306
H6 -12.56171 8.84021 14.69557
H7 -11.02750 7.32898 15.92091
H8 -8.20009 10.52822 16.29477
H9 -9.74724 12.03559 15.07984
H10 -8.70895 4.15138 16.82690
H11 -6.68655 2.84832 17.45255
H12 -4.72097 4.00261 18.39005
H13 -4.73483 6.42456 18.74320
C22 -11.32390 11.83689 21.84087
Si1 -12.34727 10.30749 21.35046
C23 -12.41744 9.10190 22.83443
C24 -14.11845 10.66187 20.78633
C25 -11.52324 9.60915 19.69073
Te1 -9.64509 8.63430 19.59155
C26 -9.31473 8.50299 21.64977
Si2 -9.81257 6.61761 21.76404
C27 -10.18310 6.11004 23.53991
C28 -8.25277 5.87554 20.95107
C29 -11.24484 6.25667 20.54720
H14 -11.54084 12.12398 22.86706
H15 -11.56394 12.69744 21.21723
H16 -10.24791 11.67538 21.76890
H17 -13.37167 9.25338 23.33719
H18 -11.64113 9.30084 23.57150
H19 -12.37155 8.04746 22.57833
H20 -14.64886 11.19499 21.57172
H21 -14.67641 9.74690 20.59801
H22 -14.17270 11.26964 19.88730
H23 -11.41513 10.45234 19.00110
H24 -12.21393 8.90452 19.22459
H25 -9.92992 9.22283 22.17668
H26 -8.26475 8.61649 21.91619
H27 -9.32119 6.25277 24.18611
H28 -10.43017 5.05259 23.55422
H29 -11.02102 6.64818 23.97551
H30 -7.45890 5.68751 21.67180
H31 -7.84254 6.55966 20.19856
H32 -8.45685 4.92991 20.45063
H33 -12.17258 6.78382 20.76714
H34 -11.47753 5.19194 20.56521
H35 -10.96820 6.48165 19.51021
C30 -5.75488 9.19802 17.18712
C31 -4.74524 9.65186 16.34941
C32 -4.90824 10.89613 15.69361
C33 -3.93980 11.35444 14.83048
C34 -2.79209 10.60228 14.59864
C35 -2.61163 9.38279 15.24073
C36 -3.56788 8.90774 16.10951
H36 -5.80384 11.47048 15.88901
H37 -4.06862 12.30811 14.33489
H38 -2.03316 10.97477 13.92507
H39 -1.71096 8.81125 15.06197
H40 -3.45621 7.96085 16.61332

[5]
DFT (ωB97M-V/def2-TZVPD) results for a structure of composition C36H40Cl3N2O9P2Zr.

Output
- net charge = +1
- HOMO-LUMO gap (spin up / spin down) (eV) = 0.786 / 0.784
- ΔE to the lowest compared entry with this formula, charge and spin (kcal/mol) = 0.0

Cartesian coordinates (Å):
Zr1 0.07416 0.29111 0.37338
C1 -0.94697 -3.13883 1.92350
C2 0.38391 -2.83138 2.55323
C3 0.62682 -3.18474 3.87562
C4 1.87365 -2.98594 4.44436
C5 2.89817 -2.43675 3.68776
C6 2.69641 -2.06525 2.36316
C7 3.83016 -1.49582 1.55664
C8 1.42477 -2.25907 1.83183
N1 1.13111 -1.88557 0.45345
C9 1.47172 -2.70499 -0.46678
C10 2.19454 -3.99541 -0.24089
C11 1.02127 -2.41702 -1.88848
C12 1.35148 -3.42878 -2.94456
N2 0.33524 -1.36655 -2.05200
C13 -0.40190 -1.19326 -3.27378
C14 0.02803 -0.31222 -4.26426
C15 1.36026 0.38551 -4.21829
C16 -0.80181 -0.12114 -5.36728
C17 -2.00788 -0.78777 -5.48849
C18 -2.39444 -1.68500 -4.50517
C19 -1.60137 -1.90513 -3.38547
C20 -2.04773 -2.88947 -2.33586
H1 -1.69364 -3.33381 2.69029
H2 -0.87888 -4.03194 1.29513
H3 -1.33230 -2.33039 1.29364
H4 -0.17423 -3.62077 4.45761
H5 2.05168 -3.26894 5.47287
H6 3.87908 -2.29659 4.12310
H7 4.77162 -1.64001 2.08345
H8 3.69655 -0.42862 1.37885
H9 3.92737 -1.97262 0.57984
H10 2.43848 -4.16135 0.80201
H11 3.11094 -4.01150 -0.83275
H12 1.57929 -4.82281 -0.59799
H13 0.91395 -4.40020 -2.71365
H14 2.43176 -3.56989 -2.99711
H15 0.99170 -3.10650 -3.91826
H16 1.31870 1.32276 -3.66152
H17 1.68503 0.62314 -5.22975
H18 2.12907 -0.23110 -3.75531
H19 -0.47756 0.55380 -6.14895
H20 -2.63579 -0.62438 -6.35320
H21 -3.32559 -2.22912 -4.60247
H22 -3.11127 -3.09785 -2.43994
H23 -1.87094 -2.52452 -1.32258
H24 -1.52773 -3.84509 -2.43830
Cl1 -6.97429 2.23586 -3.31111
C21 -5.79893 2.10247 -2.04346
C22 -6.03153 2.79640 -0.82486
C23 -5.13877 2.72875 0.19397
Cl2 -5.43090 3.57209 1.67354
C24 -3.90919 1.97782 0.09642
O1 -3.06676 1.97919 1.03004
C25 -3.73224 1.24201 -1.12364
C26 -2.69741 0.34462 -1.36709
O2 -1.75727 -0.03946 -0.60403
C27 -4.68806 1.35105 -2.19071
H25 -6.93356 3.38233 -0.71253
H26 -2.71107 -0.12242 -2.35729
H27 -4.51596 0.80532 -3.10912
C28 0.24878 2.48365 5.05109
C29 0.35352 1.36809 4.01632
O3 0.38674 0.06873 4.58164
P1 -1.06072 1.31831 2.88398
O4 -2.36500 1.69721 3.62022
O5 -0.66941 2.42859 1.81461
O6 -1.08387 0.01408 2.10675
P2 1.84697 1.63491 2.93346
O7 2.96266 0.82755 3.75035
O8 2.20348 3.03571 2.70997
O9 1.52543 0.73431 1.68953
H28 -0.67117 2.39013 5.62589
H29 0.29446 3.46430 4.58121
H30 1.09568 2.39688 5.73413
H31 1.25577 -0.07268 4.98242
H32 -3.10176 1.79826 2.96816
H33 -1.46180 2.77025 1.34330
H34 3.65931 1.43858 4.01024
Cl3 2.50761 0.61307 -1.10123
C30 2.46838 2.36685 -0.82032
C31 3.64830 3.04024 -0.60096
C32 3.56970 4.39469 -0.30770
C33 2.32862 5.01016 -0.23846
C34 1.16670 4.29172 -0.47796
C35 1.20275 2.93531 -0.78725
C36 0.00245 2.07198 -1.02430
H35 4.59611 2.52319 -0.64388
H36 4.47331 4.95725 -0.12249
H37 2.26265 6.06200 0.00235
H38 0.20648 4.79268 -0.43755
H39 0.06509 1.60585 -2.01519
H40 -0.92818 2.64389 -0.97504